61
Properties=species:S:1:pos:R:3 method="wB97M-V/def2-TZVPD" e_homo_ev=-4.95 e_tot_ha=-3669.97246 e_lumo_ev=2.97 homo_lumo_gap_ev=7.91 largest_force_ev_per_a=9.2 total_charge=-1
Br -1.56965 0.20931 -0.41387
O -2.74745 -2.17795 0.46104
H -2.43027 -1.31041 0.71206
H -2.39917 -2.31516 -0.41993
O -3.02746 1.55645 -2.39801
H -2.69573 1.10881 -1.61967
H -3.47267 0.87172 -2.89719
O -1.98391 -2.16702 -1.52317
H -1.90941 -1.25670 -1.23682
H -1.85654 -2.13158 -2.47120
C 1.17094 -1.58270 1.27479
C 1.50074 -1.12282 -0.15665
C 2.55775 -2.06413 -0.88106
O 3.91747 -1.95126 -0.39292
C 4.10673 -2.34242 0.96313
N 0.25511 -1.34279 -0.83027
H 1.97409 -1.33261 1.96796
H 1.07012 -2.66747 1.30966
H 0.31094 -1.03640 1.66220
H 1.94379 -0.12798 -0.11121
H 2.62618 -1.71180 -1.91028
H 2.19548 -3.09200 -0.89932
H 3.46017 -3.13098 1.34812
H 3.91975 -1.45394 1.56625
H 5.11641 -2.74345 1.05156
H -0.49231 -0.85100 -0.36166
H 0.06199 -2.33386 -0.80644
C -2.11647 2.81806 1.54515
C -1.29240 1.84324 2.41524
C -2.12225 0.64941 2.97044
O -1.40912 -0.06034 3.98963
C -2.11772 -1.17821 4.54981
N -0.14987 1.49430 1.58412
H -1.64722 3.64380 1.01031
H -2.88149 3.21821 2.21053
H -2.71379 2.35367 0.76051
H -0.87495 2.36458 3.27666
H -2.30170 0.01243 2.10433
H -3.14021 0.89529 3.27275
H -1.86188 -1.44048 5.57639
H -1.64238 -1.96188 3.95987
H -3.20015 -1.15229 4.42429
H -0.56154 1.19327 0.71234
H 0.23060 0.64638 1.97956
C 1.07647 1.54567 -4.42390
C 0.45898 0.73923 -3.19687
C 1.27617 0.59652 -1.94767
O 1.57673 1.92167 -1.47351
C 2.17131 1.98866 -0.17123
N -0.76752 1.46894 -2.87943
H 1.05688 2.61721 -4.22508
H 0.51736 1.43868 -5.35344
H 2.12828 1.32207 -4.60221
H 0.22529 -0.27716 -3.51379
H 2.17747 0.00403 -2.10482
H 0.62196 0.14191 -1.20372
H 3.02855 1.32932 -0.03521
H 1.39711 1.92733 0.59358
H 2.65727 2.96234 -0.23360
H -0.29808 2.30698 -2.56734
H -1.10478 1.12730 -1.99082

74
Properties=species:S:1:pos:R:3 method="wB97M-V/def2-TZVPD" e_homo_ev="-11.25 / -11.25" e_tot_ha=-2017.92834 multiplicity=3 e_lumo_ev="-3.08 / -4.84" homo_lumo_gap_ev="8.17 / 6.41" largest_force_ev_per_a=2.5 total_charge=+1
N 18.04168 10.12386 -22.76678
H 18.52032 10.03131 -23.65689
H 17.95250 9.18117 -22.33923
H 17.06872 10.41566 -22.94804
H 18.50117 10.76022 -22.12143
Pd 14.78752 5.71788 -24.77743
C 16.25808 6.99048 -22.95940
O 15.20957 7.50372 -23.49605
O 16.44260 5.79251 -23.31688
O 16.99229 7.66378 -22.17801
C 13.31084 5.21621 -22.04302
O 13.31273 4.73600 -23.39910
C 13.24329 3.31868 -23.51450
C 14.62023 2.82884 -23.96811
N 15.03298 3.50122 -25.24204
C 16.38036 2.98530 -25.55303
C 16.34802 1.70109 -26.41529
O 17.66234 1.16810 -26.47867
C 17.73092 0.01194 -27.28934
H 12.38890 4.88757 -21.56455
H 13.22546 6.30321 -22.05014
H 14.25120 4.96118 -21.55507
H 12.42678 3.03285 -24.17748
H 13.06228 2.86966 -22.53688
H 14.61911 1.74610 -24.12328
H 15.41407 2.97764 -23.23569
H 14.44513 2.99150 -25.90017
H 17.03020 2.86309 -24.68946
H 16.90300 3.66228 -26.22870
H 15.98843 1.95103 -27.41892
H 15.67210 0.93284 -26.02141
H 17.42950 -0.87184 -26.71461
H 18.79210 -0.15610 -27.46575
H 17.08988 0.09527 -28.16804
C 19.01597 7.79215 -19.32213
O 19.84842 7.96104 -18.43754
N 17.70510 8.12143 -19.22599
N 19.24061 7.19964 -20.52121
H 17.37911 8.63568 -18.42833
H 17.16482 7.84898 -20.02491
H 20.12435 6.77976 -20.74209
H 18.54530 7.43979 -21.22747
C 19.93766 4.80041 -23.93134
O 21.04508 4.51671 -24.37178
N 18.82588 4.95753 -24.68894
N 19.68347 4.95918 -22.60459
H 17.96077 5.32096 -24.31562
H 18.98319 4.73018 -25.65592
H 20.25544 4.50240 -21.91600
H 18.72095 5.12383 -22.35801
C 13.53800 8.96448 -20.31939
O 12.62071 9.19356 -19.53485
N 14.80353 8.67940 -19.94632
N 13.46615 9.20476 -21.64284
H 15.09071 8.69537 -18.98525
H 15.46818 8.40163 -20.64782
H 12.56364 9.49157 -21.98476
H 14.18888 8.98509 -22.31195
C 16.44091 6.81622 -27.18995
O 16.24381 6.05932 -26.23517
N 17.55350 6.79340 -27.95679
N 15.67120 7.91061 -27.49708
H 17.60747 7.46612 -28.69194
H 18.30678 6.18104 -27.69050
H 15.95144 8.50498 -28.24934
H 14.76462 7.97270 -27.06850
C 15.04301 11.05891 -24.67654
O 16.04388 11.18102 -23.96258
N 14.50686 9.83554 -24.94839
N 14.51030 12.06667 -25.40599
H 14.74688 8.96672 -24.49487
H 13.68728 9.78268 -25.52949
H 13.68110 11.84029 -25.92113
H 15.09927 12.85323 -25.61442

72
Properties=species:S:1:pos:R:3 method="wB97M-V/def2-TZVPD" e_homo_ev=-3.07 e_tot_ha=-2197.19079 e_lumo_ev=3.12 homo_lumo_gap_ev=6.19 largest_force_ev_per_a=3.4 total_charge=-2
Cs -1.17215 3.08821 -2.08256
P 0.33477 0.09003 -0.24672
O 0.01519 1.12917 0.85287
O -0.59900 0.29434 -1.52509
O 0.26273 -1.41474 0.24616
O 1.79580 0.29401 -0.70336
O -0.63475 -0.59607 2.72784
H -0.45033 0.29062 2.41799
H -0.17035 -1.16595 2.11482
O 1.22003 1.39756 -3.22045
H 0.59933 0.93199 -2.65990
H 1.88502 1.73018 -2.61764
C 3.71583 -4.33334 1.71648
C 2.33847 -3.53456 1.50308
O 2.57582 -2.51316 0.55436
O 3.80356 -5.08928 0.50451
H 3.64348 -4.99175 2.58214
H 4.55720 -3.65890 1.87561
H 2.00095 -3.06522 2.42715
H 1.57326 -4.20482 1.11151
H 1.74114 -2.06275 0.40589
H 4.15111 -4.43533 -0.10636
C -4.54877 1.29159 1.57862
C -3.29572 2.12435 1.73169
O -2.47123 1.96464 0.54959
O -4.25391 -0.11964 1.67540
H -4.93489 1.47047 0.57512
H -5.35273 1.53461 2.27338
H -2.73245 1.67513 2.54964
H -3.48142 3.19090 1.85846
H -1.68929 1.41829 0.65763
H -3.66836 -0.12442 0.91468
C -2.35515 -3.05268 0.27341
C -1.73681 -3.96978 -0.80929
O -0.38935 -3.70094 -0.83504
O -2.53135 -1.73530 -0.24098
H -1.63646 -2.87281 1.07293
H -3.27436 -3.52475 0.62025
H -2.32029 -3.79662 -1.71354
H -1.79887 -5.01363 -0.50167
H -0.25120 -2.89816 -0.32705
H -1.66865 -1.31624 -0.19933
C 4.16377 2.66035 -0.96084
C 4.66113 1.40151 -1.58286
O 4.33063 0.25937 -0.75647
O 2.72207 2.67093 -1.06480
H 4.55164 3.51050 -1.52200
H 4.36871 2.75717 0.10533
H 5.70959 1.51137 -1.85992
H 4.29783 1.36166 -2.60976
H 3.37145 0.29807 -0.74778
H 2.43547 1.80094 -0.77745
C -3.16211 0.15972 -3.51098
C -2.74456 -1.31453 -3.47172
O -1.30855 -1.38140 -3.21473
O -3.05550 0.63254 -2.16066
H -4.20451 0.25451 -3.81512
H -2.59296 0.78325 -4.20046
H -2.76594 -1.78985 -4.45239
H -3.36995 -1.96037 -2.85537
H -1.12597 -0.76864 -2.49863
H -2.19918 0.49022 -1.75072
C 0.43053 3.74339 3.24817
C 1.18804 4.11916 1.99652
O 0.38399 3.78280 0.82808
O 0.53619 2.34165 3.42589
H -0.62067 4.02141 3.32425
H 0.92651 4.26507 4.06667
H 2.16978 3.66034 1.87916
H 1.47885 5.16955 1.98185
H 0.39465 2.82335 0.79725
H 0.23293 2.01050 2.57737

73
Properties=species:S:1:pos:R:3 method="wB97M-V/def2-TZVPD" e_homo_ev=-4.10 e_tot_ha=-2220.59433 e_lumo_ev=4.61 homo_lumo_gap_ev=8.72 largest_force_ev_per_a=3.0 total_charge=-2
S 0.17431 0.15320 0.30777
O 0.12600 -0.24857 -1.09499
O -0.98938 -0.43456 1.00215
O 1.44311 -0.34618 0.88762
O 0.19473 1.59001 0.45812
C -4.45057 -0.40790 1.58444
O -5.53675 -0.20290 2.15540
N -4.19797 -1.65595 1.15592
N -3.52733 0.49223 1.24692
H -5.03888 -2.18726 1.31305
H -3.34316 -1.92592 0.69824
H -3.66692 1.47019 1.42919
H -2.61079 0.11440 0.99393
C -2.81125 -0.66850 -3.06084
O -3.50151 -0.77136 -4.07885
N -3.31694 -0.29042 -1.85890
N -1.48704 -0.96184 -3.02192
H -4.28325 -0.16481 -1.62463
H -2.59593 -0.01028 -1.21224
H -0.99254 -0.45787 -2.26567
H -1.17858 -1.06236 -3.97570
C 3.74332 -0.55450 -2.41998
O 4.03369 0.01426 -1.36504
N 2.46730 -0.75498 -2.81388
N 4.60684 -1.14289 -3.28167
H 2.24561 -1.31267 -3.61438
H 1.80892 -0.45933 -2.09537
H 4.21285 -1.68640 -4.02382
H 5.56697 -0.85541 -3.20400
C -0.17900 -3.03976 3.40962
O -0.21798 -4.08512 4.06880
N 0.94058 -2.57462 2.88128
N -1.27084 -2.44329 2.90291
H 0.92719 -1.75466 2.29299
H 1.71944 -3.20927 2.91831
H -1.29068 -1.58423 2.35427
H -2.14531 -2.83638 3.21099
C -1.55335 4.34221 -0.85551
C -2.41380 3.24808 -0.13055
O -1.77339 3.07032 1.14915
H -1.84657 4.41238 -1.90767
H -0.47574 4.17629 -0.88924
H -1.64469 5.31747 -0.37579
H -2.52045 2.32092 -0.69182
H -3.38912 3.71206 0.02298
H -0.98624 2.50487 0.93449
C -0.10657 3.26831 -4.59584
C -0.07345 1.86158 -3.98328
O 0.95450 1.81265 -3.01257
H -0.46535 4.05347 -3.92443
H -0.79106 3.28431 -5.44892
H 0.77842 3.80335 -4.94788
H 0.15634 1.10058 -4.73861
H -1.02739 1.52559 -3.57555
H 0.68737 1.25448 -2.26241
C 4.92440 -3.64663 1.12031
C 4.14669 -2.34007 1.27861
O 2.96572 -2.40309 0.49118
H 5.31691 -3.72463 0.10549
H 4.38519 -4.57285 1.33128
H 5.73711 -3.73485 1.84704
H 4.73289 -1.48950 0.92131
H 3.96777 -2.17053 2.34540
H 2.50909 -1.54464 0.65584
C -0.62322 0.80945 4.26197
C 0.86570 0.69552 4.41554
O 1.48497 1.09856 3.20255
H -0.91351 0.05410 3.53501
H -0.94574 1.74433 3.80396
H -1.03505 0.65384 5.26190
H 1.16808 -0.28809 4.78348
H 1.11192 1.45382 5.16585
H 1.11336 0.59227 2.44670